Computed, not measured: a single C3H4BrF molecule in a non-equilibrium geometry, with ωB97M-V with the def2-TZVPD basis set.

```
9
Properties=species:S:1:pos:R:3:nbo_charge:R:1
C 0.237 -0.608 -0.600 -0.46
F 0.046 -0.527 1.876 -0.33
C 0.384 0.143 0.729 0.29
C -0.808 0.409 -0.129 -0.46
H 0.981 -0.592 -1.320 0.23
H 0.082 -1.638 -0.613 0.23
H -0.873 1.287 -0.790 0.23
Br 1.777 1.484 0.841 0.03
H -1.825 0.041 0.006 0.24
```

Properties
- Highest occupied orbital energy: -0.373 Ha
- SMILES: FC1(Br)CC1
- E_tot: -75934.0428 eV
- Energy above the lowest of the compared OMol25 structures with the same formula, charge and spin: 24.6 kcal per mole


Computed, not measured: a single C13H30O3Si molecule in a non-equilibrium geometry, with ωB97M-V with the def2-TZVPD basis set.

```
47
Properties=species:S:1:pos:R:3:nbo_charge:R:1
H 0.986 -1.373 3.605 0.22
C 1.539 -0.137 -1.619 -0.96
C 1.823 -0.696 3.539 -0.62
H -2.957 -2.477 -0.835 0.23
H -3.370 -3.151 0.729 0.22
H 2.802 0.999 0.605 0.21
H 0.203 -3.241 1.307 0.24
H 2.729 -1.265 3.628 0.21
H -0.806 -4.103 0.282 0.21
H -1.345 -3.734 1.904 0.21
H 0.616 1.832 -1.715 0.22
C -1.724 1.135 0.158 0.10
O -0.660 -1.600 -0.506 -0.94
C 1.088 1.055 -2.390 -0.23
H 3.705 -0.316 1.347 0.22
C -2.916 -2.293 0.201 -0.63
Si 0.460 -0.438 -0.078 2.38
H -2.053 0.197 -0.263 0.19
O -0.287 1.087 0.219 -0.94
H -3.044 2.662 -0.822 0.21
H 0.293 0.165 -4.279 0.20
H 2.542 0.005 -1.221 0.23
H -1.342 -1.403 1.547 0.17
H -2.103 2.327 2.017 0.22
C 2.281 1.708 -3.139 -0.60
O 1.322 -1.063 1.185 -0.93
H 1.680 -1.022 -2.288 0.25
H 3.369 1.278 2.121 0.21
C 3.003 0.454 1.565 -0.63
H -1.653 2.404 -1.745 0.22
H 1.903 2.429 -3.913 0.20
C -1.989 2.435 -0.710 -0.63
C -0.851 -3.340 1.060 -0.64
H -0.535 1.619 -3.773 0.20
C 1.742 -0.059 2.123 0.08
C -1.452 -2.117 0.644 0.10
H 1.850 0.140 4.278 0.21
H -3.378 1.381 1.576 0.21
H 2.877 2.246 -2.406 0.20
H -0.829 0.140 -2.874 0.21
H -2.047 0.500 2.232 0.21
H -3.467 -1.363 0.335 0.21
C -0.053 0.700 -3.375 -0.61
H 0.969 0.757 2.093 0.19
C -2.317 1.322 1.568 -0.64
H -1.479 3.303 -0.351 0.22
H 2.874 0.912 -3.565 0.20
```

Properties
- Highest occupied orbital energy: -0.361 Ha
- SMILES: CC(C)C[Si](OC(C)C)(OC(C)C)OC(C)C
- E_tot: -27990.7133 eV
- Energy above the lowest of the compared OMol25 structures with the same formula, charge and spin: 23.5 kcal per mole


Here are the calculated orbital gap numbers, same order: 10.96; 10.69 (eV).